Record 1
C21H15F3N3O3STe4W | ωB97M-V with the def2-TZVPD basis set

```
51
Properties=species:S:1:pos:R:3
W -0.9018 -0.1024 0.4589
C -1.5132 -4.2249 0.6946
O -0.1682 -4.6862 0.7556
C 0.8320 -3.8613 1.1556
C 1.9494 -4.5072 1.6789
C 3.0624 -3.7894 2.0937
C 3.0843 -2.4183 2.0048
C 1.9781 -1.7175 1.4888
C 2.0351 -0.3031 1.3720
N 0.9587 0.3444 0.9673
N 0.9326 1.7130 0.8817
C -0.2086 2.2967 0.5897
O -1.3753 1.6506 0.3495
C -0.2423 3.7604 0.5622
C 0.9340 4.5113 0.6598
C 0.8747 5.8926 0.6652
C -0.3483 6.5463 0.5777
C -1.5163 5.8069 0.4649
C -1.4657 4.4223 0.4540
C 0.8447 -2.4682 1.0567
O -0.2044 -1.8181 0.5002
H -2.1217 -5.1061 0.4956
H -1.6701 -3.5152 -0.1155
H -1.8270 -3.7974 1.6496
H 1.9143 -5.5867 1.7377
H 3.9152 -4.3216 2.4959
H 3.9435 -1.8477 2.3360
H 2.9296 0.2564 1.6126
H 1.8804 3.9972 0.7383
H 1.7927 6.4629 0.7384
H -0.3828 7.6282 0.6091
H -2.4734 6.3067 0.3876
H -2.3776 3.8466 0.3751
Te -2.9994 -0.8961 1.4507
Te -5.1860 -1.7245 2.8212
Te -1.5894 0.4521 5.5817
Te -1.0860 0.1615 2.9307
F -1.5326 -3.2356 -3.3300
C -1.4990 -2.1002 -4.0524
F -2.7749 -1.7075 -4.2210
F -1.0326 -2.4300 -5.2760
C -0.6466 -1.0557 -3.4064
C 0.4504 -0.5375 -4.0697
C 1.1882 0.4635 -3.4317
C 0.9035 0.8111 -2.1430
N -0.0952 0.2451 -1.4288
C -0.9268 -0.6133 -2.1128
S -2.3792 -0.8675 -1.1947
H 0.6923 -0.8778 -5.0657
H 1.9886 0.9772 -3.9444
H 1.4599 1.5640 -1.5996
```

The gap between HOMO and LUMO (alpha / beta) comes out at 0.174 / 0.178 Eh. The multiplicity is 3. The value obtained for the total energy is -82617.184 eV. As for the charge: -1. The maximum force comes out at 6.68 eV Å⁻¹. For the HOMO energy (alpha / beta), the calculation gives -3.4 / -3.6 eV.

For each atom in turn, the Löwdin charge in e is: atom 1 (W): 0.7086, atom 2 (C): -0.0711, atom 3 (O): -0.0642, atom 4 (C): -0.2109, atom 5 (C): -0.0039, atom 6 (C): -0.0986, atom 7 (C): -0.0570, atom 8 (C): -0.1559, atom 9 (C): -0.0540, atom 10 (N): -0.3126, atom 11 (N): 0.0531, atom 12 (C): -0.4638, atom 13 (O): -0.3729, atom 14 (C): -0.1459, atom 15 (C): -0.0317, atom 16 (C): -0.0926, atom 17 (C): -0.0995, atom 18 (C): -0.0825, atom 19 (C): -0.0117, atom 20 (C): -0.1959, atom 21 (O): -0.3964, atom 22 (H): 0.0956, atom 23 (H): 0.0506, atom 24 (H): 0.0762, atom 25 (H): 0.1165, atom 26 (H): 0.0983, atom 27 (H): 0.1061, atom 28 (H): 0.1318, atom 29 (H): 0.1027, atom 30 (H): 0.0974, atom 31 (H): 0.0957, atom 32 (H): 0.1008, atom 33 (H): 0.1191, atom 34 (Te): 0.1574, atom 35 (Te): -0.1375, atom 36 (Te): -0.1547, atom 37 (Te): 0.2739, atom 38 (F): 0.1406, atom 39 (C): -0.5929, atom 40 (F): 0.1333, atom 41 (F): 0.1224, atom 42 (C): -0.1169, atom 43 (C): 0.0173, atom 44 (C): -0.0506, atom 45 (C): -0.0768, atom 46 (N): -0.0954, atom 47 (C): -0.5751, atom 48 (S): 0.5790, atom 49 (H): 0.1221, atom 50 (H): 0.1053, atom 51 (H): 0.1175



Record 2
C6H14N2 | ωB97M-V with the def2-TZVPD basis set

```
22
Properties=species:S:1:pos:R:3
C 0.4886 1.1619 -2.8228
N 0.3473 1.3041 -1.4844
C -0.7704 0.3916 1.3900
C -1.3137 0.6467 2.7013
C -0.8157 -0.2096 3.7155
C 0.1395 -1.1897 3.6206
C 0.1904 -0.2824 -3.3717
N 1.3514 -1.2359 -3.1477
H 1.2951 0.7658 -1.7751
H 0.5445 2.1377 -3.4187
H -1.0925 1.2105 0.7493
H 0.3023 0.5864 1.3821
H -0.8724 -0.5961 0.9010
H 0.2626 -2.1549 1.8539
H -2.1255 1.2919 3.0604
H -1.2488 0.0799 4.6760
H 0.2439 -2.0214 4.2563
H 0.2737 -1.3460 2.5850
H -0.0968 -0.2346 -4.3871
H -0.6627 -0.6953 -2.8051
H 2.0571 -1.3608 -3.8214
H 1.7160 -1.2511 -2.2290
```

The gap between HOMO and LUMO comes out at 0.231 Eh. The multiplicity is 1. The value obtained for the total energy is -9418.590 eV. As for the charge: 0. For the relative energy (zero: lowest compared OMol25 entry of this formula, charge and spin), the calculation gives 1051.1 kJ/mol. The maximum force comes out at 4.28 eV Å⁻¹. For the HOMO energy, the calculation gives -7.2 eV.

For each atom in turn, the Löwdin charge in e is: atom 1 (C): -0.2224, atom 2 (N): 0.0205, atom 3 (C): -0.1890, atom 4 (C): -0.1164, atom 5 (C): -0.2160, atom 6 (C): -0.0053, atom 7 (C): -0.2043, atom 8 (N): 0.0032, atom 9 (H): 0.0835, atom 10 (H): 0.1150, atom 11 (H): 0.0548, atom 12 (H): 0.0881, atom 13 (H): 0.0653, atom 14 (H): 0.1734, atom 15 (H): 0.1038, atom 16 (H): 0.0909, atom 17 (H): 0.0442, atom 18 (H): -0.1551, atom 19 (H): 0.0794, atom 20 (H): 0.1080, atom 21 (H): 0.0402, atom 22 (H): 0.0382



Record 3
C4H8S3 | ωB97M-V with the def2-TZVPD basis set

```
15
Properties=species:S:1:pos:R:3
C -1.5537 0.0092 -0.4302
C 0.1170 -2.3117 -0.7003
C 1.3321 0.7460 0.5066
C 0.3165 1.8081 0.2224
S -2.1623 0.0647 1.2194
S -3.2375 -0.4641 -0.4732
S -0.8129 1.4116 -1.1611
H -0.3617 -2.9208 -1.4050
H 0.0848 -2.6352 0.3546
H 1.0174 -1.8263 -0.9970
H 2.0741 0.7018 -0.3173
H 1.8904 0.9963 1.5412
H 0.7552 -0.1763 0.6027
H 0.8793 2.8011 -0.0359
H -0.3387 1.7957 1.0731
```

The gap between HOMO and LUMO (alpha / beta) comes out at 0.231 / 0.231 Eh. The multiplicity is 1. The value obtained for the total energy is -36778.243 eV. As for the charge: 0. For the relative energy (zero: lowest compared OMol25 entry of this formula, charge and spin), the calculation gives 483.2 kJ/mol. The maximum force comes out at 2.76 eV Å⁻¹. For the HOMO energy (alpha / beta), the calculation gives -7.4 / -7.4 eV.

For each atom in turn, the Löwdin charge in e is: atom 1 (C): -1.3792, atom 2 (C): 0.1040, atom 3 (C): -0.1992, atom 4 (C): -0.5743, atom 5 (S): 0.4716, atom 6 (S): 0.4885, atom 7 (S): 0.7980, atom 8 (H): -0.0329, atom 9 (H): 0.0108, atom 10 (H): -0.0256, atom 11 (H): 0.0785, atom 12 (H): 0.1280, atom 13 (H): 0.0080, atom 14 (H): 0.1174, atom 15 (H): 0.0063